No. 1
{"formula": "C4H9NO2", "method": "ωB97M-V/def2-TZVPD", "max_force_ev_per_a": 0.53, "homo_ev": -9.189, "smiles": "CNCC(=O)OC", "gap_ev": 10.099, "spin_multiplicity": 1, "mol_weight_g_mol": 103.12, "e_above_lowest_kj_mol": 113.0, "e_tot_ha": -363.04249, "lumo_ev": 0.910, "species": ["C", "O", "N", "H", "C", "H", "H", "O", "H", "H", "H", "H", "H", "C", "C", "H"], "xyz": [[-1.4746, -2.0879, 1.1362], [-1.2396, 0.4969, 0.6813], [1.1189, 1.6420, -0.3630], [0.4500, 2.2421, 0.1179], [1.1533, 0.3819, 0.3434], [1.6633, 0.4862, 1.3106], [1.7190, -0.3553, -0.2376], [-0.2125, -1.5017, 0.8058], [-1.3057, -3.1655, 1.1613], [-2.2269, -1.8353, 0.3835], [-1.8072, -1.7292, 2.1150], [-0.3593, 1.0493, -1.8242], [0.7435, 2.3830, -2.2865], [0.6694, 1.4416, -1.7375], [-0.2352, -0.1754, 0.6194], [1.3436, 0.7275, -2.2257]]}

No. 2
{"formula": "C34H38AsN2O5Zn", "method": "ωB97M-V/def2-TZVPD", "max_force_ev_per_a": 1.73, "homo_ev": [-10.183, -10.183], "gap_ev": [8.255, 8.254], "spin_multiplicity": 1, "mol_weight_g_mol": 695.00, "e_above_lowest_kj_mol": 0.0, "e_tot_ha": -5819.08758, "lumo_ev": [-1.928, -1.929], "total_charge": 1, "species": ["Zn", "H", "C", "C", "C", "C", "C", "C", "As", "C", "H", "H", "C", "H", "C", "H", "H", "H", "H", "C", "C", "C", "H", "H", "H", "H", "C", "H", "H", "H", "C", "N", "C", "C", "H", "H", "C", "H", "C", "N", "C", "C", "O", "H", "H", "C", "H", "H", "H", "H", "C", "O", "C", "H", "C", "C", "H", "H", "H", "C", "H", "O", "C", "H", "H", "C", "C", "O", "C", "H", "C", "C", "H", "C", "C", "H", "O", "H", "H", "H", "H"], "xyz": [[-0.4713, 2.2213, 0.0365], [0.3577, 1.0416, -5.0269], [-1.5739, -3.0945, 3.4917], [3.8167, -4.3774, -1.6772], [-2.2591, -4.0240, -2.5665], [-4.6839, 2.9022, 0.1090], [2.8601, 0.5131, -3.8374], [1.7345, -2.7768, -0.6468], [0.2581, -1.6931, -0.0489], [-1.2004, -3.6427, -1.7296], [3.1018, -0.5353, -3.9960], [0.6900, 1.1908, 5.2285], [-3.3576, -1.9070, -2.1252], [-2.5788, -3.2878, 3.7972], [2.2282, 1.2104, 1.2065], [-0.5661, 0.6669, 4.0607], [-2.3146, -0.5818, -0.8256], [-0.6723, -3.6177, 5.3401], [-4.8990, 1.8597, 0.0032], [-1.3869, 4.9521, -0.0470], [-0.0577, -2.4832, 1.7074], [-1.3571, -2.7102, 2.1756], [-5.0981, 3.2648, 1.0590], [2.9184, 1.0480, -4.7817], [-1.8028, 8.3031, -0.0615], [-2.2676, -5.0079, -3.0422], [1.0798, 1.0590, 2.2028], [2.6021, 0.2140, 0.8748], [4.3108, -2.6020, -2.8226], [-4.2252, 7.6985, -0.0149], [-3.1928, 3.1735, -0.0033], [1.3912, 0.4940, 3.3793], [-3.3242, -3.1522, -2.7632], [-2.1125, 7.2703, -0.0111], [-0.4598, 0.3038, -3.6777], [3.6249, 0.9493, -3.1765], [0.4070, 0.4468, 4.4614], [1.2987, -4.5004, 0.5582], [-0.4946, -3.3081, 4.3155], [1.5252, 0.6317, -3.3115], [-3.7525, 5.5747, -0.0115], [-3.4746, 6.9044, -0.0379], [-0.3830, 4.1297, -0.1171], [-5.2061, 3.4309, -0.6645], [-2.2063, -2.5573, 1.5070], [1.1997, 1.1556, -2.1193], [3.3191, -0.1642, 2.8546], [4.6674, -4.9874, -2.0369], [3.2394, 0.7550, 4.3858], [0.6579, -0.7115, -4.6860], [-1.0957, 6.3294, -0.0011], [0.0254, 1.3771, -1.7876], [0.8030, -3.1062, 3.8664], [-4.7820, 5.2139, -0.0387], [2.3332, 1.5232, -1.1636], [2.7322, 0.0090, 3.7380], [-4.1942, -3.4761, -3.3593], [-0.0515, 6.6308, -0.0240], [1.6472, -3.3397, 4.5421], [-2.2880, -1.5326, -1.3310], [2.9690, 2.3070, -1.5861], [-2.4863, 2.1190, 0.0196], [0.4644, 0.2718, -4.2255], [-0.3735, -4.3396, -1.5318], [2.0632, -2.6386, 2.1903], [3.6536, -3.0527, -2.1212], [1.0364, -2.6976, 2.5564], [-0.0589, 1.3976, 1.8940], [2.9220, -4.8878, -0.7700], [0.4545, -0.5493, 4.9095], [2.6177, -2.2850, -1.5875], [-1.1948, -2.3865, -1.1272], [2.9934, 0.6364, -1.0153], [1.9406, -4.0873, -0.2129], [-2.7367, 4.5623, -0.0677], [3.0432, 1.7919, 1.6653], [1.7910, 1.9430, 0.0816], [-4.2089, -1.2464, -2.2567], [2.4294, -1.2856, -1.9895], [3.0563, -5.9137, -0.4145], [2.5845, -0.9306, 4.2600]]}

No. 3
{"formula": "C3H4O2", "method": "ωB97M-V/def2-TZVPD", "max_force_ev_per_a": 4.48, "homo_ev": -9.945, "gap_ev": 11.025, "spin_multiplicity": 1, "mol_weight_g_mol": 72.06, "e_above_lowest_kj_mol": 336.4, "e_tot_ha": -267.06466, "lumo_ev": 1.080, "species": ["C", "H", "H", "H", "O", "C", "C", "O", "H"], "xyz": [[-0.9032, 0.1576, 0.4921], [-0.9670, -0.0166, 1.6437], [0.2697, -1.6718, -0.5804], [-1.9875, -0.0536, 0.0579], [-0.2275, 1.2982, -0.0614], [0.8384, 0.5126, -0.5299], [0.2220, -0.7555, -0.1679], [1.3888, -0.3167, 0.4366], [1.3663, 0.8458, -1.2908]]}

No. 4
{"formula": "C7H13N3O4S", "method": "ωB97M-V/def2-TZVPD", "max_force_ev_per_a": 6.02, "homo_ev": -8.774, "smiles": "NC(=O)C[C@H](NC(=O)[C@@H](N)CS)C(=O)O", "gap_ev": 8.363, "spin_multiplicity": 1, "mol_weight_g_mol": 235.26, "e_above_lowest_kj_mol": 496.7, "e_tot_ha": -1137.82302, "lumo_ev": -0.411, "species": ["O", "H", "C", "N", "H", "O", "H", "C", "H", "N", "N", "H", "O", "H", "C", "C", "H", "H", "H", "O", "C", "S", "H", "H", "C", "C", "H", "H"], "xyz": [[-0.7821, -2.0448, -1.9449], [-0.6048, 0.2727, 2.3998], [0.4543, -1.9158, 1.6055], [0.4217, 0.2727, 2.6708], [-0.5721, -2.4658, 1.8905], [2.0898, -1.1045, 3.1383], [1.0803, 0.6232, -0.2863], [1.0404, -0.9168, 2.5131], [-1.6420, -0.8861, 1.3814], [-1.1433, -0.4707, 0.3081], [0.2936, 0.4293, -2.3314], [0.9911, -2.8225, 1.4255], [-0.0247, -3.6855, -0.4977], [0.4025, 3.0439, -0.1008], [-1.1029, 0.7734, -0.1016], [-0.2024, -2.4867, -0.7259], [-1.7656, 2.4333, -0.9127], [1.1950, 0.4354, -2.9695], [1.3813, 2.7887, -1.6424], [-1.9288, 1.7152, 0.1969], [0.4278, 2.7084, -1.0503], [-1.0335, 3.3415, -2.0162], [0.7403, 0.9746, 3.2431], [-0.5410, -1.0891, -2.1989], [0.2221, 1.0750, -0.9927], [0.1236, -1.3539, 0.0947], [-0.4963, 1.1031, -2.7526], [0.9756, -0.7479, -0.3439]]}

No. 5
{"formula": "C4H7NO", "method": "ωB97M-V/def2-TZVPD", "max_force_ev_per_a": 0.45, "homo_ev": -8.134, "gap_ev": 8.869, "spin_multiplicity": 1, "mol_weight_g_mol": 85.11, "e_above_lowest_kj_mol": 605.6, "e_tot_ha": -286.40099, "lumo_ev": 0.734, "species": ["N", "H", "C", "H", "O", "H", "H", "C", "H", "C", "C", "H", "H"], "xyz": [[1.9605, 1.0399, 0.4635], [-1.7019, -2.5776, 0.2573], [-0.9372, -0.7622, -0.4048], [-1.5769, -0.5897, -1.2602], [-0.0552, 0.3020, -0.2655], [1.4993, -0.9888, 0.0472], [-1.0895, 2.1473, 0.3176], [-0.9142, 1.8679, -0.7411], [0.0298, 2.3965, -0.9762], [1.2426, 0.0720, 0.1215], [-0.9890, -1.7817, 0.4383], [2.9026, 0.7178, 0.6735], [-0.3709, -1.8434, 1.3290]]}

No. 6
{"formula": "C4H11N4O2S", "method": "ωB97M-V/def2-TZVPD", "max_force_ev_per_a": 4.74, "homo_ev": [-13.554, -13.554], "gap_ev": [8.151, 8.152], "spin_multiplicity": 1, "mol_weight_g_mol": 179.23, "e_above_lowest_kj_mol": 237.2, "e_tot_ha": -926.19376, "lumo_ev": [-5.403, -5.402], "total_charge": 1, "species": ["C", "O", "H", "H", "N", "O", "H", "S", "H", "C", "H", "N", "H", "N", "H", "H", "N", "C", "H", "H", "C", "H"], "xyz": [[0.9535, -0.8157, 0.3825], [-0.8820, -1.2515, -1.9969], [0.6835, 1.6637, 1.8641], [2.0707, -2.3455, 0.3787], [-1.1164, -0.8185, -0.6810], [0.2581, -3.0101, -0.1866], [-1.4766, -1.4841, 0.0479], [-0.0277, -2.6935, -2.2724], [2.0907, -2.7889, -3.0865], [0.1093, 1.2693, -0.2172], [0.1980, 2.9663, 0.8307], [1.3596, -2.2435, -2.6757], [1.7333, -0.1242, 0.5999], [1.0919, -2.1435, 0.4105], [-0.6487, 1.6284, -0.9764], [-1.8003, 3.1533, 1.8292], [-0.0512, -0.1518, -0.1073], [-0.0891, 2.0566, 1.1011], [1.0388, 1.4493, -0.6226], [-2.2786, 1.8552, 1.0651], [-1.4749, 2.1613, 1.6859], [-1.7420, 1.6675, 2.6270]]}

No. 7
{"formula": "C10H13BrS", "method": "ωB97M-V/def2-TZVPD", "max_force_ev_per_a": 3.18, "homo_ev": -8.876, "smiles": "CC1(C)C[C@H]1[C@@H](Br)c1cccs1", "gap_ev": 9.317, "spin_multiplicity": 1, "mol_weight_g_mol": 245.18, "e_above_lowest_kj_mol": 0.0, "e_tot_ha": -3360.96629, "lumo_ev": 0.441, "species": ["C", "H", "C", "H", "H", "H", "C", "C", "H", "C", "Br", "C", "H", "H", "H", "H", "S", "C", "H", "C", "C", "H", "C", "H", "H"], "xyz": [[1.5667, 1.0671, -0.6477], [2.4654, -1.2146, 1.5806], [-0.7824, -0.3547, -0.5896], [-1.7403, 0.6097, 2.0743], [-5.5186, 1.0750, -0.1802], [3.2320, -0.9741, -1.8635], [2.9271, -0.5111, 0.9465], [-2.3824, 0.6478, 1.2169], [2.0750, 1.9746, -0.2328], [2.2936, -1.2981, -1.3166], [-0.9661, -2.3756, -0.2160], [-4.4051, 0.9561, 0.0727], [-0.8146, -0.4162, -1.6460], [2.5761, -2.2265, -0.9467], [-4.1748, 1.3267, 2.1974], [3.9400, -0.7078, 0.6391], [-3.2738, 0.6035, -1.1761], [1.9458, -0.2677, -0.1940], [1.6290, -1.3768, -2.1809], [-2.0123, 0.2867, -0.0234], [-3.7972, 0.9049, 1.2919], [2.9720, 0.3113, 1.5734], [0.5756, 0.1883, 0.1351], [1.4501, 1.2468, -1.6780], [0.2192, 0.5245, 1.1634]]}

No. 8
{"formula": "C24H25CoN5S", "method": "ωB97M-V/def2-TZVPD", "max_force_ev_per_a": 0.38, "homo_ev": [-13.890, -14.301], "s_squared": 3.758, "gap_ev": [8.367, 8.512], "spin_multiplicity": 4, "mol_weight_g_mol": 474.50, "e_above_lowest_kj_mol": 13.9, "e_tot_ha": -2983.88405, "lumo_ev": [-5.523, -5.789], "total_charge": 2, "species": ["H", "H", "H", "C", "N", "H", "H", "H", "H", "H", "H", "C", "N", "H", "H", "N", "C", "C", "C", "C", "H", "C", "H", "H", "C", "H", "C", "H", "N", "C", "H", "H", "C", "C", "H", "H", "C", "H", "S", "C", "C", "C", "H", "C", "H", "Co", "N", "C", "C", "C", "H", "H", "C", "C", "C", "C"], "xyz": [[2.7769, -2.6576, -4.9728], [-0.3765, 1.6136, 3.3336], [0.5586, 4.9692, -1.3617], [0.3311, 4.2622, -0.5771], [-0.0895, 2.0027, 0.0638], [-0.2690, 4.0127, 2.7387], [-5.0846, -0.7940, -1.3174], [-3.7168, -2.0843, 2.5411], [-2.8629, 0.2690, -1.6503], [-1.6456, -2.7243, -3.1225], [4.5265, -1.8807, 1.3246], [-2.3476, -0.9710, 1.3233], [-0.1941, -0.0058, 1.9720], [0.2752, 5.7130, 1.0088], [-5.5092, -2.0281, 0.8152], [-2.1137, -0.3395, 0.1695], [1.5938, -2.5031, -3.2067], [2.7669, 0.2801, -1.2457], [-1.2072, -1.0162, 2.3148], [-3.5600, -1.5881, 1.5923], [-1.5882, -0.8622, 3.3301], [-0.2622, 2.3979, 1.3325], [-0.7532, -2.0092, 2.2858], [5.7695, -1.1317, -0.6928], [2.7153, -0.9060, 0.7395], [0.8008, -2.9370, -6.4811], [4.0436, -1.2731, 0.5718], [0.9565, -0.5026, 3.6746], [2.0871, -0.1478, -0.1723], [4.0861, -0.0448, -1.4761], [1.6815, 0.6686, 2.5751], [-1.7819, 1.3219, 2.3197], [-0.5716, -2.8254, -4.8652], [0.1683, 4.6711, 0.7388], [2.2244, 0.9130, -1.9383], [0.3211, 2.5596, -1.8821], [1.9360, -1.3646, 1.9479], [2.4311, -2.4039, -2.5320], [-0.0485, -2.4141, -0.9768], [1.1135, -0.2626, 2.6184], [-4.5565, -1.5489, 0.6345], [-0.1317, 3.7248, 1.7050], [4.5937, 0.3312, -2.3527], [4.7355, -0.8484, -0.5489], [1.3039, -2.2075, 1.6490], [-0.0066, -0.0850, -0.1380], [-0.7193, -2.6710, -3.5300], [1.7750, -2.6514, -4.5639], [-0.6899, 1.3416, 2.3226], [0.3045, -2.5033, -2.6599], [2.6388, -1.7580, 2.6809], [-1.4761, -2.9636, -5.4391], [-4.3209, -0.8721, -0.5569], [-3.0891, -0.2829, -0.7455], [0.6748, -2.8106, -5.4167], [0.2004, 2.9204, -0.8679]]}